(1)
ORCA calculation (ωB97M-V with the def2-TZVPD basis set) on a structure of composition C56H46N8O4SW in a non-equilibrium geometry.

- Total charge: +2
- Frontier orbital gap (alpha / beta): 5.105 / 5.107 eV
- E_LUMO (alpha / beta): -6.32 / -6.31 eV
- E: -3365.34218 hartree
- M: 1110.94 u

Element x y z (Å)
W  -0.47138  -0.57954  -1.25117
C  7.95807  -5.36607  -3.08894
O  6.60280  -5.67336  -3.38446
C  5.65471  -4.80023  -3.02373
C  4.33548  -5.17482  -3.30341
C  3.28622  -4.35862  -2.95068
C  3.51169  -3.12210  -2.33614
C  4.82958  -2.76159  -2.05414
C  5.89310  -3.58439  -2.38561
C  2.37876  -2.28086  -1.88830
C  1.53968  -2.83062  -0.88587
C  1.89284  -3.93077  -0.06216
C  1.14938  -3.82722  1.07972
C  0.30082  -2.70313  0.93274
N  0.48614  -2.14190  -0.32228
C  -0.54941  -2.21420  1.92054
C  -1.52532  -1.23923  1.67755
C  -2.50746  -0.78750  2.56922
C  -3.24821  0.17168  1.90256
C  -2.69492  0.29784  0.62611
C  -3.10928  1.24875  -0.45059
C  -4.08598  2.23710  0.14662
C  -5.44056  1.91955  0.26313
C  -6.30759  2.72767  0.96472
C  -5.84483  3.88312  1.60049
O  -6.75687  4.58436  2.28694
C  -6.34430  5.76414  2.96230
C  -4.49339  4.20482  1.50146
C  -3.63243  3.37915  0.79374
C  -1.84933  1.81226  -1.25701
N  -0.51377  1.43329  -0.86097
C  0.28315  2.50459  -0.95921
C  1.67504  2.43378  -1.10138
C  2.48885  3.57272  -0.66108
C  2.05705  4.23598  0.49795
C  2.84776  5.15243  1.16599
C  4.11942  5.44907  0.67969
O  5.01117  6.23794  1.29089
C  4.76032  6.62966  2.63492
C  4.51834  4.89055  -0.53969
C  3.72787  3.97296  -1.18795
C  2.16654  1.23333  -1.66722
C  3.33696  1.07703  -2.47153
C  3.41574  -0.22482  -2.84840
C  2.35879  -0.92281  -2.18827
N  1.50202  0.01850  -1.59550
C  -0.52265  3.67391  -1.30442
C  -1.76838  3.26685  -1.56850
N  -1.65693  -0.56139  0.46627
C  -0.28007  -2.61088  3.32130
C  0.92974  -2.17829  3.86470
C  1.22176  -2.36407  5.20541
C  0.30969  -3.02878  6.02330
O  0.48811  -3.27050  7.32963
C  1.64918  -2.75704  7.96397
C  -0.88679  -3.49870  5.47184
C  -1.18830  -3.27341  4.14772
H  8.27558  -4.44937  -3.59049
H  8.54229  -6.19954  -3.46504
H  8.11526  -5.27161  -2.01221
H  4.17244  -6.12447  -3.79572
H  2.27022  -4.66648  -3.16847
H  5.02502  -1.84223  -1.51856
H  6.89615  -3.27451  -2.12882
H  2.66043  -4.65178  -0.28654
H  1.17555  -4.45765  1.95386
H  -2.65374  -1.13738  3.57719
H  -4.08469  0.72331  2.29663
H  -5.82728  1.00198  -0.16515
H  -7.35638  2.47928  1.06131
H  -7.19667  6.08719  3.55105
H  -6.08125  6.54968  2.25032
H  -5.50094  5.56899  3.62753
H  -4.09475  5.08443  1.98696
H  -2.58047  3.62851  0.77232
H  1.09186  3.98553  0.92165
H  2.47633  5.61651  2.06891
H  5.67171  7.10718  2.97988
H  4.54574  5.75745  3.25697
H  3.93257  7.33871  2.69911
H  5.47831  5.18518  -0.94231
H  4.07462  3.59782  -2.13630
H  4.01935  1.84742  -2.77290
H  4.15221  -0.66654  -3.49718
H  -0.12093  4.66793  -1.42714
H  -2.60462  3.85157  -1.91964
H  1.63335  -1.65066  3.23223
H  2.15120  -1.98198  5.60342
H  2.56302  -3.15665  7.51863
H  1.58831  -3.07915  8.99857
H  1.66838  -1.66529  7.92308
H  -1.56735  -4.03490  6.11995
H  -2.12493  -3.63171  3.73821
C  -5.03243  -1.63246  -1.72279
C  -3.68587  -0.99826  -1.75061
N  -2.58359  -1.63467  -1.84438
N  -2.52401  -2.96399  -2.14665
C  -1.50059  -3.31524  -2.95753
N  -1.46132  -4.55296  -3.43484
S  -0.28970  -2.19618  -3.35929
C  -3.49934  0.50607  -1.79815
C  -4.57258  1.14253  -2.64096
C  -4.31679  1.47227  -3.90718
C  -2.98747  1.33378  -4.49152
C  -1.94834  1.07693  -3.70108
N  -2.14798  0.80087  -2.32008
H  -5.02869  -2.54217  -1.12034
H  -5.36298  -1.88756  -2.73347
H  -5.76569  -0.95079  -1.29877
H  -3.34456  -3.54911  -2.06202
H  -2.22224  -5.20681  -3.33563
H  -0.71863  -4.79001  -4.07249
H  -5.54159  1.31838  -2.19765
H  -5.09211  1.90623  -4.52536
H  -2.84906  1.49990  -5.54975
H  -0.91899  1.08030  -4.03359

(2)
ORCA calculation (ωB97M-V with the def2-TZVPD basis set) on a cluster of 5 separate species, C28H35BrIN5O2S in total.

- SMILES: CO[C@@](I)(CCCS)CNCC(=O)Br.c1ccncc1.c1ccncc1.c1ccncc1.c1ccncc1
- Total charge: 0
- Frontier orbital gap: 9.046 eV
- E_LUMO: 0.47 eV
- E: -4782.04859 hartree
- M: 712.50 u

Element x y z (Å)
C  8.02786  1.46609  -0.52726
O  7.29867  1.96129  -1.63801
C  7.54634  1.42861  -2.90821
I  7.83742  -0.74110  -2.89270
C  6.31750  1.77349  -3.76056
C  5.09922  0.85579  -3.69727
C  3.82393  1.60489  -4.14822
S  2.92332  2.35863  -2.74751
C  8.80488  2.12916  -3.48141
N  9.44616  1.44419  -4.60267
C  10.67819  0.75018  -4.23816
C  10.92423  -0.51669  -5.03867
O  11.54537  -1.45182  -4.66007
Br  10.23371  -0.47661  -6.87404
H  7.58100  0.53667  -0.16802
H  7.94421  2.22211  0.25730
H  9.08807  1.32234  -0.75593
H  6.63359  1.93765  -4.79587
H  6.00701  2.75041  -3.36155
H  5.23432  0.00016  -4.36456
H  4.94129  0.51069  -2.67370
H  4.07684  2.43721  -4.80804
H  3.14302  0.92430  -4.65768
H  1.87487  1.52752  -2.70223
H  9.49346  2.33327  -2.64963
H  8.45009  3.10714  -3.82389
H  9.68141  2.14344  -5.29550
H  10.59745  0.39714  -3.20949
H  11.57129  1.37316  -4.36485
N  1.08867  -0.63286  -1.34995
C  -0.19422  -0.79963  -1.03206
C  -0.62249  -1.40485  0.13867
C  0.32999  -1.86559  1.03422
C  1.66819  -1.69794  0.71541
C  1.99361  -1.07719  -0.48124
H  -0.91209  -0.42762  -1.75549
H  -1.67946  -1.50783  0.34427
H  0.03587  -2.33302  1.96112
H  2.44858  -2.03824  1.38253
H  3.03061  -0.92430  -0.76187
N  -0.85348  -0.84309  3.92258
C  -2.17909  -0.74348  4.00612
C  -2.84011  -0.04508  5.00487
C  -2.07726  0.58504  5.97541
C  -0.69616  0.49102  5.90563
C  -0.13660  -0.23109  4.86269
H  -2.74289  -1.24950  3.22894
H  -3.92200  0.00061  5.01165
H  -2.55250  1.14165  6.77311
H  -0.06275  0.96759  6.64130
H  0.94052  -0.32288  4.77073
N  -6.01851  0.32592  3.79300
C  -5.67898  1.44283  3.15234
C  -6.49805  2.07737  2.23142
C  -7.73687  1.51977  1.95862
C  -8.10513  0.35634  2.61529
C  -7.21250  -0.19745  3.52023
H  -4.69932  1.84540  3.38976
H  -6.16974  2.98415  1.74233
H  -8.40556  1.98485  1.24553
H  -9.06224  -0.11466  2.43206
H  -7.46493  -1.10582  4.05573
N  -11.23313  -1.75037  2.01730
C  -12.08255  -2.65275  2.50321
C  -12.60508  -3.69724  1.75539
C  -12.22774  -3.81124  0.42747
C  -11.34480  -2.87986  -0.09428
C  -10.87847  -1.87608  0.73985
H  -12.35789  -2.52904  3.54469
H  -13.29090  -4.40111  2.20611
H  -12.61394  -4.61191  -0.18981
H  -11.02092  -2.92883  -1.12468
H  -10.18239  -1.13128  0.36820

(3)
ORCA calculation (ωB97M-V with the def2-TZVPD basis set) on a cluster of 3 separate species, C3H8NO2 in total in a non-equilibrium geometry.

- Relative energy (zero: lowest compared OMol25 entry of this formula, charge and spin): 4.833 eV
- Total charge: +1
- Frontier orbital gap: 8.442 eV
- E_LUMO: -5.90 eV
- E: -323.94967 hartree
- M: 90.10 u

Element x y z (Å)
C  0.23815  0.17227  0.86820
C  0.14984  -0.49380  -0.36171
C  2.05839  0.22192  -0.08242
O  2.76215  -0.77744  -0.60301
O  2.46769  1.25672  0.25258
N  -2.71480  0.43946  -0.63900
H  0.07892  1.24324  1.01426
H  0.11768  -0.42520  1.77543
H  0.41006  -1.54087  -0.37849
H  -0.00460  0.03099  -1.30776
H  3.13291  -1.25211  0.15973
H  -2.53330  1.20506  0.00875
H  -3.72571  0.35976  -0.50215
H  -2.43736  -0.44000  -0.20441

(4)
ORCA calculation (ωB97M-V with the def2-TZVPD basis set) on a structure of composition C14H37ClCoNO6 in a non-equilibrium geometry.

- Relative energy (zero: lowest compared OMol25 entry of this formula, charge and spin): 0.000 eV
- Total charge: +1
- Frontier orbital gap (alpha / beta): 7.473 / 6.865 eV
- E_LUMO (alpha / beta): -4.30 / -4.91 eV
- E: -2904.50205 hartree
- 2S+1: 4
- M: 409.84 u

Element x y z (Å)
Co  -2.74053  0.59304  -0.33190
Cl  -0.45255  0.02708  0.27594
C  1.56831  2.57485  -1.97584
C  2.67473  2.35833  -0.96516
O  3.73809  1.56695  -1.43873
O  1.09122  1.35677  -2.53045
H  1.86235  3.22414  -2.80218
H  0.72793  3.06517  -1.45789
H  2.22649  2.04899  -0.01327
H  3.14325  3.33917  -0.83268
H  3.38152  0.68574  -1.63320
H  0.66497  0.86682  -1.81855
C  -4.47228  -1.56595  1.30959
O  -3.56329  -1.14560  0.27847
C  -3.40053  -2.26808  -0.65108
C  -2.56874  -1.84840  -1.84794
N  -2.89564  -0.45580  -2.21656
C  -1.85975  0.08942  -3.13981
C  -2.01522  1.59214  -3.17542
O  -2.28777  2.09635  -1.86706
C  -2.28334  3.51423  -1.75258
H  -5.46226  -1.68146  0.86462
H  -4.53130  -0.87475  2.14654
H  -4.19700  -2.53547  1.72504
H  -4.40926  -2.57187  -0.93159
H  -2.87708  -3.06594  -0.12675
H  -2.82875  -2.54669  -2.64720
H  -1.50963  -1.91870  -1.60748
H  -3.74507  -0.52709  -2.77310
H  -2.03731  -0.27171  -4.15244
H  -0.88713  -0.16396  -2.72595
H  -2.79441  1.93006  -3.86837
H  -1.11399  2.01499  -3.62972
H  -2.53329  3.72429  -0.71103
H  -3.10239  3.95214  -2.32977
H  -1.30894  3.93030  -2.00348
C  3.90208  -1.30215  0.56889
C  2.96651  -2.23385  -0.19050
C  2.06057  -3.07341  0.70960
O  2.17508  -1.48300  -1.10482
H  3.39354  -0.41279  0.95589
H  4.80225  -1.08026  0.00216
H  4.22372  -1.72203  1.53057
H  3.62984  -2.90482  -0.73931
H  1.34126  -3.63959  0.11379
H  1.46902  -2.34435  1.27745
H  2.55510  -3.77947  1.37245
H  1.48636  -1.02672  -0.60825
C  2.34334  0.96006  4.75709
C  1.69176  0.13048  3.67303
C  0.26752  -0.33198  3.96247
O  1.75950  0.93459  2.48376
H  2.52168  0.51282  5.73589
H  1.67971  1.81923  4.89528
H  3.32960  1.32525  4.47071
H  2.31538  -0.75215  3.47470
H  0.24960  -0.89353  4.89728
H  -0.12656  -0.92805  3.14118
H  -0.35967  0.54996  4.12125
H  1.12141  0.56627  1.85637

(5)
ORCA calculation (ωB97M-V with the def2-TZVPD basis set) on an isolated molecule of C3H8N2OS in a non-equilibrium geometry.

- Relative energy (zero: lowest compared OMol25 entry of this formula, charge and spin): 3.293 eV
- Total charge: 0
- Frontier orbital gap: 8.787 eV
- E_LUMO: 0.61 eV
- E: -701.95651 hartree
- M: 120.18 u

Element x y z (Å)
C  -0.41654  -0.66007  0.81676
C  -0.09232  -0.01377  -2.06429
C  -0.35017  0.74441  1.35119
N  -0.92872  -1.59847  1.39798
N  0.88354  1.37313  0.71810
O  0.74034  -2.34893  -1.23690
S  0.86396  -0.92493  -0.89363
H  0.23823  -0.09039  -3.05960
H  -0.19537  0.99639  -1.62170
H  -1.04948  -0.49180  -2.13700
H  -0.24452  0.82719  2.42673
H  -1.20310  1.36671  0.92829
H  -0.82311  -2.60134  1.07213
H  1.60155  1.05768  1.41933
H  0.97572  2.36420  0.88261

(6)
ORCA calculation (ωB97M-V with the def2-TZVPD basis set) on a structure of composition C31H37N6O4S2SbSe4Ti in a non-equilibrium geometry.

- Relative energy (zero: lowest compared OMol25 entry of this formula, charge and spin): 1.165 eV
- Total charge: 0
- Frontier orbital gap: 6.987 eV
- E_LUMO: -0.82 eV
- E: -13324.99416 hartree
- M: 1107.28 u

Element x y z (Å)
Ti  0.30772  -0.06423  -0.41673
C  3.36104  -1.03259  4.61794
C  1.89758  -1.11081  4.21846
N  1.44261  0.03348  3.45158
C  1.71961  0.19993  2.13700
S  1.15268  1.61226  1.29888
N  2.35008  -0.77655  1.53982
N  2.41349  -0.60137  0.14333
C  3.44510  -1.14994  -0.40047
C  4.51784  -1.83090  0.37844
C  3.55459  -1.16580  -1.88712
C  4.34138  -2.10627  -2.53952
C  4.33483  -2.11692  -3.92792
C  3.56918  -1.18474  -4.60234
C  2.83193  -0.27011  -3.85700
N  2.82255  -0.25723  -2.53486
H  3.63539  -1.88810  5.23562
H  3.56205  -0.12609  5.19017
H  4.00099  -1.02791  3.73699
H  1.26092  -1.17399  5.10423
H  1.70854  -2.00109  3.61587
H  1.10151  0.84650  3.93514
H  4.49989  -1.53975  1.42455
H  5.49250  -1.61325  -0.05734
H  4.35833  -2.91232  0.32545
H  4.90913  -2.84467  -1.99351
H  4.90214  -2.86078  -4.46886
H  3.51360  -1.17262  -5.68053
H  2.20932  0.46858  -4.35250
C  -0.22553  5.91481  -5.18845
O  0.38367  5.10152  -4.20227
C  -0.18292  3.90586  -3.92548
C  -1.33088  3.42244  -4.56205
C  -1.82960  2.18402  -4.19788
C  -1.22407  1.41251  -3.20796
C  -1.81577  0.15493  -2.74806
C  -2.95709  -0.45716  -3.50334
O  -1.45609  -0.38912  -1.69717
C  -0.06107  1.92785  -2.59873
O  0.56954  1.18858  -1.69336
C  0.46342  3.15851  -2.94423
H  0.38342  6.81200  -5.24895
H  -1.24483  6.18409  -4.90013
H  -0.23479  5.41379  -6.15931
H  -1.83550  3.99469  -5.32340
H  -2.72007  1.81954  -4.69005
H  -2.73792  -0.50925  -4.56868
H  -3.85035  0.14946  -3.35311
H  -3.12296  -1.45869  -3.11267
H  1.35640  3.52686  -2.46406
C  -1.32170  4.04032  3.07298
C  -2.61227  3.41716  2.57394
N  -2.64287  1.96243  2.72965
C  -3.00029  1.43848  4.04775
C  -1.79582  0.95896  4.83987
C  -2.33473  1.14101  1.72847
S  -1.87350  1.72563  0.20202
N  -2.51471  -0.18897  2.03660
C  -1.73482  -1.12709  1.62689
O  -0.63045  -0.95818  0.96659
C  -2.02929  -2.54248  1.96682
C  -1.05706  -3.52143  1.77360
C  -1.34036  -4.84200  2.08535
C  -2.58848  -5.18674  2.58295
C  -3.55658  -4.20893  2.77707
C  -3.27681  -2.88937  2.47478
H  -1.34207  5.11336  2.88693
H  -0.46737  3.60732  2.55352
H  -1.18684  3.89526  4.14496
H  -2.75745  3.63966  1.51909
H  -3.47460  3.80864  3.11957
H  -3.70468  0.61785  3.90978
H  -3.51483  2.24439  4.57126
H  -1.28903  0.15375  4.30960
H  -2.11479  0.58093  5.81106
H  -1.08466  1.76658  5.01116
H  -0.08732  -3.24299  1.37872
H  -0.58946  -5.60405  1.92731
H  -2.81122  -6.21910  2.81660
H  -4.52960  -4.48378  3.16140
H  -4.02093  -2.11837  2.61850
Se  -0.22342  -1.93743  -5.46087
Sb  0.43579  -3.49687  -3.82910
Se  2.03471  -5.20212  -3.94079
Se  -1.21835  -3.76102  -1.91556
Se  0.71233  -2.37081  -1.42389